[1]
Entry from the OMol25 dataset: a cluster of 2 separate species, C3H11N4 in total at a distorted geometry (wB97M-V/def2-TZVPD).

```
! wB97M-V def2-TZVPD RIJCOSX def2/J DEFGRID3
* xyz 1 1
C 1.65 -1.40 -1.22
C -1.61 0.34 1.48
C -0.93 2.28 0.24
N 0.77 -0.94 -0.52
N 2.25 -2.64 -1.21
N -0.07 1.58 -0.48
N -1.49 1.74 1.29
H 2.00 -0.73 -1.96
H -0.82 -0.24 1.00
H -1.53 0.24 2.54
H -2.61 0.01 1.24
H -1.11 3.32 0.01
H 0.19 0.55 -0.26
H 2.87 -2.93 -2.01
H 1.92 -3.55 -0.68
H 0.32 1.97 -1.31
H 0.37 -1.75 -0.07
H -2.17 2.13 1.93
*
```

Calculated total energy   -9243.179 eV
LUMO energy   -2.7 eV
HOMO level   -0.494 hartree

Here are the Mulliken charges for atoms 1 to 4, given in e: -0.015 -0.533 0.133 -0.526


[2]
Entry from the OMol25 dataset: a cluster of 2 separate species, C3H11N4 in total (wB97M-V/def2-TZVPD).

```
! wB97M-V def2-TZVPD RIJCOSX def2/J DEFGRID3
* xyz 1 1
C -0.79 0.14 -1.50
C -0.19 -0.55 1.42
C 0.87 0.22 0.67
N -1.54 1.07 -2.00
N -0.36 -1.83 0.77
N 1.73 -0.51 0.01
N 1.00 1.52 0.84
H -0.44 -0.54 -2.30
H 0.20 -0.73 2.43
H -1.10 0.05 1.51
H -1.80 1.18 -2.98
H -0.90 -1.71 -0.09
H -0.84 -2.50 1.36
H 2.49 -0.14 -0.54
H 1.48 -1.50 -0.05
H -1.94 1.77 -1.38
H 0.35 2.03 1.41
H 1.76 2.03 0.41
*
```

Calculated total energy   -9242.449 eV
LUMO energy   -2.7 eV
HOMO level   -0.457 hartree

Here are the Mulliken charges for atoms 1 to 4, given in e: -0.368 -0.290 0.446 -0.289